# C6H5N2O4P

An isolated molecule of C6H5N2O4P in a non-equilibrium geometry (ωB97M-V/def2-TZVPD, the Open Molecules 2025 dataset).

CARTESIAN COORDINATES (ANGSTROEM)
C 1.30 0.11 0.11
C 0.44 -0.32 1.11
C 0.85 0.45 -1.12
C -0.93 -0.34 0.90
C -0.50 0.45 -1.42
C -1.33 0.05 -0.35
N -3.91 1.33 0.34
N -4.04 -1.37 -0.15
O -3.20 2.11 0.94
O -4.23 -2.28 -0.93
O -5.09 1.18 0.48
O -4.33 -1.33 1.02
P -3.29 0.15 -0.94
H 2.30 0.18 0.20
H 0.65 -0.84 2.08
H 1.63 0.93 -1.88
H -1.46 -0.87 1.59
H -0.78 0.93 -2.29

## Properties
- E_LUMO: -0.54 eV
- SMILES: O=[N+]([O-])P(c1ccccc1)[N+](=O)[O-]
- Strongest force on any atom: 0.0886 Eh/bohr
- E_HOMO: -10.30 eV


# C6H5N3O2

A structure of composition C6H5N3O2 in a non-equilibrium geometry (ωB97M-V/def2-TZVPD, the Open Molecules 2025 dataset).

CARTESIAN COORDINATES (ANGSTROEM)
C -0.42 1.42 0.92
C 0.83 1.51 -0.82
C -0.64 0.30 0.12
C -2.08 -1.94 -0.57
C 2.67 -1.00 0.22
C -1.51 -0.75 0.36
N 0.14 0.42 -0.97
N 0.55 2.16 0.36
N -2.48 -1.36 0.83
O 2.76 -0.02 0.76
O 2.44 -2.03 -0.27
H -0.77 1.88 1.85
H 1.61 1.83 -1.54
H -1.53 -2.95 -0.49
H -2.85 -2.09 -1.67
H 1.29 2.63 0.89

## Properties
- E_LUMO: 0.35 eV
- Strongest force on any atom: 0.1211 Eh/bohr
- E_HOMO: -8.84 eV


# C6H5N3O2

A cluster of 3 separate species, C6H5N3O2 in total in a non-equilibrium geometry (ωB97M-V/def2-TZVPD, the Open Molecules 2025 dataset).

CARTESIAN COORDINATES (ANGSTROEM)
C 1.42 -0.14 -1.22
C 0.19 0.92 0.44
C -0.64 1.92 0.96
C -1.80 1.56 1.72
C -2.25 0.25 1.41
C -0.36 -0.38 0.29
H 2.06 -2.70 -0.30
H 2.56 1.60 -0.26
H -0.75 3.16 0.75
H -2.43 2.43 2.03
H -3.15 -0.22 1.88
N 0.32 -0.98 -0.88
N 1.06 1.06 -0.71
N -1.53 -0.75 0.75
O 0.54 -2.53 -0.65
O 2.38 -0.52 -1.84

## Properties
- E_LUMO: -1.41 eV
- Strongest force on any atom: 0.1413 Eh/bohr
- E_HOMO: -9.41 eV


# C6H5N3O3

An isolated molecule of C6H5N3O3 in a non-equilibrium geometry (ωB97M-V/def2-TZVPD, the Open Molecules 2025 dataset).

CARTESIAN COORDINATES (ANGSTROEM)
C 0.05 -0.61 1.10
C 0.21 0.73 1.03
C -0.10 -1.30 -0.11
C 0.24 1.40 -0.17
C -0.33 -0.63 -1.29
C -0.05 0.75 -1.34
N 0.48 2.47 -3.17
N -0.25 1.41 -2.64
N -1.25 1.04 -3.53
O 1.48 2.82 -2.56
O -2.20 0.48 -3.12
O -1.04 1.36 -4.64
H 0.12 -1.27 2.03
H 0.33 1.41 1.85
H -0.21 -2.33 -0.08
H 0.58 2.49 0.10
H -0.41 -1.22 -2.14

## Properties
- E_LUMO: -0.54 eV
- SMILES: O=NN(c1ccccc1)[N+](=O)[O-]
- Strongest force on any atom: 0.0710 Eh/bohr
- E_HOMO: -9.90 eV


# C6H5N3S2

An isolated molecule of C6H5N3S2 in a non-equilibrium geometry (ωB97M-V/def2-TZVPD, the Open Molecules 2025 dataset).

CARTESIAN COORDINATES (ANGSTROEM)
C 1.88 -1.69 -1.06
C 0.29 -0.10 -0.24
C -0.69 0.65 0.42
C -1.62 0.23 1.35
C -2.64 1.19 1.78
C -2.39 2.32 1.20
H 2.18 -3.59 -1.47
H 3.57 -2.59 -1.76
H -1.60 -0.87 1.67
H -3.46 0.92 2.43
H -3.10 3.26 1.07
N 2.62 -2.75 -1.25
N 2.28 -0.41 -1.16
N 1.35 0.44 -0.79
S 0.30 -1.96 -0.31
S -0.95 2.35 0.29

## Properties
- E_LUMO: 0.18 eV
- SMILES: Nc1nnc(-c2cccs2)s1
- Strongest force on any atom: 0.1202 Eh/bohr
- E_HOMO: -7.94 eV


# C6H5N4S

A cluster of 2 separate species, C6H5N4S in total in a non-equilibrium geometry (ωB97M-V/def2-TZVPD, the Open Molecules 2025 dataset).

CARTESIAN COORDINATES (ANGSTROEM)
C -0.22 1.43 1.49
C -1.31 1.27 2.29
C -0.07 0.35 0.59
C -0.99 -0.60 0.66
C 1.48 0.43 -1.31
C -1.18 -1.84 -0.14
N 2.65 1.03 -1.24
N 1.22 -0.26 -2.39
N 3.17 0.69 -2.41
N 2.33 -0.07 -3.08
S -2.16 -0.20 1.97
H 0.44 2.28 1.52
H -1.68 1.92 3.06
H -0.47 -1.82 -0.96
H -1.01 -2.73 0.47
H -2.19 -1.89 -0.54

## Properties
- E_LUMO (spin up / spin down): 2.76 / 1.37 eV
- Total charge: -1
- Strongest force on any atom: 0.0490 Eh/bohr
- Spin multiplicity: 3
- <S²>: 2.02
- E_HOMO (spin up / spin down): -3.41 / -4.75 eV


# C6H5NO

An isolated molecule of C6H5NO in a non-equilibrium geometry (ωB97M-V/def2-TZVPD, the Open Molecules 2025 dataset).

CARTESIAN COORDINATES (ANGSTROEM)
C -2.09 -0.28 0.46
C 0.37 1.10 0.05
C 0.25 -0.36 -0.08
C -0.55 2.01 0.32
C -0.92 -0.94 0.18
C 1.51 -0.98 -0.52
N -3.06 0.18 0.91
O -1.27 2.88 0.60
H 1.29 1.71 -0.12
H -1.03 -2.06 0.07
H 1.80 -0.86 -1.64
H 1.43 -1.95 -0.25
H 2.28 -0.45 0.03

## Properties
- E_LUMO: 0.31 eV
- SMILES: C/C(C=C=O)=C/C#N
- Strongest force on any atom: 0.0729 Eh/bohr
- E_HOMO: -8.86 eV


# C6H5NO

An isolated molecule of C6H5NO in a non-equilibrium geometry (ωB97M-V/def2-TZVPD, the Open Molecules 2025 dataset).

CARTESIAN COORDINATES (ANGSTROEM)
C 0.27 1.43 -0.24
C -1.24 1.27 0.18
C -0.91 -1.40 0.56
C 0.35 -2.08 0.57
C 1.26 -1.34 -0.26
C 0.49 -0.14 -0.53
H -1.51 1.62 1.15
H -2.19 1.37 -0.45
H -1.65 -1.74 1.13
H 0.63 -3.03 1.14
H 2.37 -1.66 0.02
N -0.81 -0.30 -0.02
O 0.84 2.39 -0.56

## Properties
- E_LUMO: 0.45 eV
- SMILES: O=C1Cn2cccc21
- Strongest force on any atom: 0.1336 Eh/bohr
- E_HOMO: -8.37 eV


# C6H5NO

A structure of composition C6H5NO in a non-equilibrium geometry (ωB97M-V/def2-TZVPD, the Open Molecules 2025 dataset).

CARTESIAN COORDINATES (ANGSTROEM)
C -1.13 -0.26 0.72
C -1.02 0.00 -0.74
C 0.50 -0.18 1.01
C 0.82 1.23 1.23
C 0.64 -0.28 -0.94
C 1.52 -0.56 -1.73
O 1.05 -1.07 1.64
N 1.06 2.34 1.40
H -1.42 -1.28 0.96
H -1.67 0.50 1.28
H -1.50 -0.72 -1.39
H -1.13 1.05 -1.02
H 2.29 -0.78 -2.41

## Properties
- E_LUMO: -1.27 eV
- Strongest force on any atom: 0.1012 Eh/bohr
- E_HOMO: -10.03 eV


# C6H5NO2

An isolated molecule of C6H5NO2 in a non-equilibrium geometry (ωB97M-V/def2-TZVPD, the Open Molecules 2025 dataset).

CARTESIAN COORDINATES (ANGSTROEM)
C -2.22 -0.84 1.57
C -1.29 -0.96 0.77
C 0.63 -1.77 -0.58
C -0.13 -0.77 -0.03
C 1.58 0.18 -1.01
C -0.12 1.75 -0.04
N 0.39 0.41 -0.38
O 2.40 0.99 -1.27
O 1.78 -1.14 -1.11
H -3.06 -1.19 2.23
H 0.59 -2.85 -0.63
H 0.61 2.42 -0.36
H -1.19 1.85 -0.18
H 0.03 1.92 1.00

## Properties
- E_LUMO: 0.72 eV
- SMILES: C#Cc1coc(=O)n1C
- Strongest force on any atom: 0.0806 Eh/bohr
- E_HOMO: -8.39 eV


# C6H5NO5S

The ion C6H5NO5S with charge -2 in a non-equilibrium geometry (ωB97M-V/def2-TZVPD, the Open Molecules 2025 dataset).

CARTESIAN COORDINATES (ANGSTROEM)
C 2.54 -0.70 0.22
C 2.51 0.74 0.39
C 1.28 -1.31 -0.16
C 1.34 1.34 0.10
C 0.12 -0.65 -0.47
C 0.08 0.72 -0.20
N -1.03 1.44 -0.28
O -1.20 2.70 -0.27
O -2.80 -1.94 -0.72
O -4.26 -0.31 0.44
O -2.14 -0.93 1.47
O -2.19 0.54 -0.69
S -2.83 -0.70 0.16
H 3.46 -1.20 0.46
H 3.37 1.37 0.59
H 1.24 -2.37 -0.47
H 1.17 2.40 0.32
H -0.64 -1.15 -0.90

## Properties
- E_LUMO (spin up / spin down): 6.19 / 6.19 eV
- SMILES: O=S(=O)([O-])ON([O-])c1ccccc1
- Total charge: -2
- Strongest force on any atom: 0.0947 Eh/bohr
- E_HOMO (spin up / spin down): 0.93 / 0.93 eV


# C6H5O6W

A structure of composition C6H5O6W in a non-equilibrium geometry (ωB97M-V/def2-TZVPD, the Open Molecules 2025 dataset).

CARTESIAN COORDINATES (ANGSTROEM)
O -0.95 -5.66 0.06
C -1.19 -4.56 0.13
W 0.00 0.00 0.00
C -0.73 1.68 0.20
O -1.19 2.73 0.32
C 1.74 0.55 -0.31
O 2.83 0.84 -0.50
C -0.25 -0.14 -1.83
O -0.38 -0.27 -2.96
C 0.43 -0.26 1.78
O 0.71 -0.48 2.87
H 0.63 -1.44 -0.17
C 1.11 3.00 -1.03
O 0.49 1.70 -1.41
H 2.09 3.17 -1.55
H 1.35 3.07 0.05
H 0.43 3.83 -1.31
H 0.98 1.58 -2.29

## Properties
- E_LUMO (spin up / spin down): -16.10 / -19.42 eV
- Total charge: +3
- Strongest force on any atom: 0.2847 Eh/bohr
- Spin multiplicity: 3
- <S²>: 2.03
- E_HOMO (spin up / spin down): -23.93 / -22.68 eV


# C6H5P

An isolated molecule of C6H5P in a non-equilibrium geometry (ωB97M-V/def2-TZVPD, the Open Molecules 2025 dataset).

CARTESIAN COORDINATES (ANGSTROEM)
C -0.74 0.73 1.69
C 1.26 -0.99 -1.11
C -0.30 0.38 0.43
C 0.32 -0.58 -0.28
C -0.92 1.71 0.65
C 0.67 -2.20 -0.48
P -1.32 3.25 0.15
H -1.05 0.53 2.68
H 2.11 -0.80 -1.76
H -0.08 -2.75 -0.88
H 1.18 -2.57 0.28
H -1.13 3.28 -1.37

## Properties
- E_LUMO: -0.27 eV
- SMILES: [H]/P=c1/cc1C1=CC1
- Strongest force on any atom: 0.1129 Eh/bohr
- E_HOMO: -7.70 eV


# C6H6

An isolated molecule of C6H6 in a non-equilibrium geometry (ωB97M-V/def2-TZVPD, the Open Molecules 2025 dataset).

CARTESIAN COORDINATES (ANGSTROEM)
C -0.87 -0.73 0.97
C -0.26 0.25 -0.12
C -0.02 -0.15 -1.52
C -0.12 -0.61 -2.62
C 0.89 0.91 0.49
C 1.85 1.38 1.07
H -0.42 -1.74 1.15
H -0.81 -0.04 1.87
H -1.99 -1.04 0.80
H -0.95 1.04 -0.13
H -0.06 -0.81 -3.63
H 2.75 1.55 1.68

## Properties
- E_LUMO: 1.00 eV
- SMILES: C#CC(C)C#C
- Strongest force on any atom: 0.0589 Eh/bohr
- E_HOMO: -9.91 eV


# C6H6

An isolated molecule of C6H6 (ωB97M-V/def2-TZVPD, the Open Molecules 2025 dataset).

CARTESIAN COORDINATES (ANGSTROEM)
C 1.47 1.14 0.75
C -0.02 1.05 1.12
C -0.69 0.12 0.21
C -1.05 -0.74 -0.56
C -1.35 -1.74 -1.46
C -1.54 -2.62 -2.26
H 2.05 1.59 1.55
H 1.86 0.14 0.56
H 1.60 1.73 -0.16
H -0.49 2.05 1.08
H -0.15 0.69 2.15
H -1.69 -3.40 -2.98

## Properties
- E_LUMO: 1.01 eV
- SMILES: C#CC#CCC
- Strongest force on any atom: 0.0096 Eh/bohr
- E_HOMO: -9.28 eV


# C6H6

An isolated molecule of C6H6 in a non-equilibrium geometry (ωB97M-V/def2-TZVPD, the Open Molecules 2025 dataset).

CARTESIAN COORDINATES (ANGSTROEM)
C -1.47 0.10 0.17
C 1.45 0.15 1.35
C -0.89 1.20 0.47
C 0.56 -0.82 1.34
C 0.09 0.06 0.15
C 0.72 -0.10 -1.21
H -2.19 -0.53 -0.15
H -0.95 2.12 0.88
H 0.07 -1.71 1.58
H 0.26 -0.96 -1.66
H 1.81 -0.31 -1.18
H 0.55 0.80 -1.75

## Properties
- E_LUMO: 0.96 eV
- Strongest force on any atom: 0.0776 Eh/bohr
- E_HOMO: -9.23 eV


# C6H66N5O27

A cluster of 27 separate species, C6H66N5O27 in total in a non-equilibrium geometry (ωB97M-V/def2-TZVPD, the Open Molecules 2025 dataset).

CARTESIAN COORDINATES (ANGSTROEM)
C 6.34 -2.15 -0.79
N 5.27 -1.86 -1.73
C 4.05 -1.46 -1.42
N 3.07 -1.23 -2.33
C 2.01 -0.87 -1.60
C 0.65 -0.53 -2.08
C -0.45 -1.41 -1.47
O -0.40 -1.36 -0.05
C -0.51 -2.84 -2.03
N 0.41 -3.82 -1.46
N 2.30 -0.84 -0.30
N 3.61 -1.21 -0.16
H 6.08 -1.83 0.22
H 6.51 -3.23 -0.77
H 7.26 -1.65 -1.10
H 5.43 -2.02 -2.72
H 0.44 0.54 -1.93
H 0.63 -0.67 -3.16
H -1.39 -0.92 -1.77
H -0.65 -2.24 0.28
H -1.52 -3.21 -1.81
H -0.43 -2.85 -3.12
H 1.36 -3.50 -1.41
H 0.09 -4.20 -0.58
H 1.70 -0.60 0.47
H 4.08 -1.26 0.73
O 0.75 0.09 2.65
H -0.07 0.55 2.90
H 0.44 -0.62 2.07
O -2.04 0.81 2.53
H -2.76 1.40 2.26
H -2.02 0.13 1.85
O 6.07 -1.50 -4.64
H 6.87 -1.69 -5.14
H 5.67 -0.76 -5.12
O -2.91 0.17 -2.91
H -2.43 0.27 -3.75
H -3.58 0.85 -2.94
O -0.49 -5.63 1.28
H -1.45 -5.57 1.31
H -0.25 -5.84 2.19
O -0.45 -0.66 5.76
H 0.02 -0.56 4.93
H -1.12 0.04 5.72
O -3.05 -2.21 7.10
H -2.60 -3.03 7.35
H -2.34 -1.56 7.10
O -2.69 -1.96 4.17
H -2.91 -2.00 5.11
H -3.28 -1.27 3.82
O -4.13 -4.72 2.95
H -3.50 -4.15 3.42
H -3.96 -4.54 2.02
O -2.16 0.35 -5.67
H -2.53 0.93 -6.36
H -1.72 -0.35 -6.16
O 3.18 2.27 -2.19
H 3.97 2.00 -2.66
H 3.19 1.74 -1.38
O -5.20 -0.74 3.88
H -5.55 -1.06 4.72
H -5.97 -0.71 3.29
O -1.67 -1.56 9.39
H -2.63 -1.50 9.40
H -1.43 -1.77 10.30
O -3.24 3.17 -6.55
H -3.46 3.12 -5.61
H -3.81 3.87 -6.88
O 1.11 3.95 -0.57
H 0.70 4.48 -1.28
H 1.65 3.31 -1.03
O -1.34 3.70 -9.09
H -1.66 3.38 -8.24
H -2.13 3.75 -9.64
O -4.07 4.58 -4.08
H -4.28 4.51 -3.14
H -4.64 5.29 -4.40
O -2.84 4.29 -1.66
H -2.54 4.96 -1.03
H -2.05 4.07 -2.16
O 0.31 -2.91 2.90
H 0.60 -2.20 3.48
H 1.10 -3.17 2.41
O -4.84 7.09 -2.67
H -4.37 7.92 -2.61
H -4.42 6.53 -2.00
O 0.31 -3.34 10.14
H 0.14 -2.78 9.37
H 1.13 -3.01 10.51
O 9.38 -1.44 -1.55
H 10.18 -1.28 -1.04
H 9.59 -1.16 -2.44
O -2.12 5.24 1.01
H -1.63 6.07 1.08
H -1.71 4.67 1.67
O 7.18 0.77 0.85
H 6.36 1.19 1.14
H 6.91 0.06 0.27
O -0.21 6.00 -2.33
H 0.28 6.03 -3.16
H -0.60 6.87 -2.26
O -3.59 -2.31 0.67
H -3.39 -1.67 -0.02
H -3.15 -1.99 1.46

## Properties
- E_LUMO: -2.66 eV
- Total charge: +1
- Strongest force on any atom: 0.0201 Eh/bohr
- E_HOMO: -11.69 eV


# C6H6AuCl2N4OS4

A structure of composition C6H6AuCl2N4OS4 in a non-equilibrium geometry (ωB97M-V/def2-TZVPD, the Open Molecules 2025 dataset).

CARTESIAN COORDINATES (ANGSTROEM)
Au -0.45 -0.41 0.73
O -0.49 5.12 4.50
C -0.33 4.23 3.70
S -1.01 4.23 2.08
C -0.36 2.67 1.53
C 0.37 1.99 2.44
S 1.05 0.40 2.32
S 0.61 2.78 4.01
S -0.72 2.20 -0.08
Cl 2.16 -0.62 -1.18
C 3.38 -0.11 -0.01
Cl 4.82 -1.11 -0.11
H 2.94 -0.19 0.99
H 3.66 0.92 -0.23
N -5.77 1.53 -1.08
C -4.50 1.25 -0.66
N -3.76 2.23 -0.14
N -4.12 0.01 -0.80
C -2.99 -0.50 -0.49
N -2.07 -1.17 -0.26
H -6.21 2.38 -0.77
H -6.36 0.74 -1.28
H -4.13 3.17 -0.14
H -2.71 2.16 -0.08

## Properties
- E_LUMO: 2.42 eV
- Total charge: -1
- Strongest force on any atom: 0.0252 Eh/bohr
- E_HOMO: -3.45 eV


# C6H6BiO2

A structure of composition C6H6BiO2 in a non-equilibrium geometry (ωB97M-V/def2-TZVPD, the Open Molecules 2025 dataset).

CARTESIAN COORDINATES (ANGSTROEM)
C -0.74 0.89 -1.46
C 0.50 0.94 -0.92
O 1.48 1.62 -0.87
H -0.87 1.45 -2.39
Bi 3.53 1.33 -0.21
O 2.52 -0.41 0.77
C 1.22 -0.67 0.66
C 0.23 -1.23 1.18
C -1.82 -0.44 0.36
C -1.83 0.16 -0.89
H 2.93 -0.82 1.55
H -0.13 -1.81 2.02
H -1.86 0.24 1.22
H -2.45 -1.33 0.48
H -2.73 0.08 -1.50

## Properties
- E_LUMO (spin up / spin down): -10.34 / -11.36 eV
- Total charge: +2
- Strongest force on any atom: 0.0723 Eh/bohr
- Spin multiplicity: 2
- <S²>: 1.12
- E_HOMO (spin up / spin down): -14.94 / -15.82 eV


# C6H6Br18

A structure of composition C6H6Br18 in a non-equilibrium geometry (ωB97M-V/def2-TZVPD, the Open Molecules 2025 dataset).

CARTESIAN COORDINATES (ANGSTROEM)
C 8.27 11.77 10.59
Br 7.02 10.57 9.77
Br 8.60 13.39 9.63
Br 9.95 10.81 10.82
H 7.93 11.95 11.63
C 16.34 5.91 6.37
Br 17.15 7.54 6.92
Br 17.32 4.41 7.13
Br 16.28 5.80 4.48
H 15.35 5.95 6.78
C 15.59 10.49 10.29
Br 14.18 11.35 9.27
Br 14.87 9.05 11.38
Br 16.52 11.71 11.40
H 16.34 10.15 9.65
C 11.81 8.56 7.97
Br 10.67 7.24 8.88
Br 10.85 9.71 6.85
Br 13.13 7.65 6.82
H 12.43 9.10 8.70
C 12.24 6.65 12.35
Br 14.01 5.93 12.83
Br 11.81 8.13 13.52
Br 10.94 5.15 12.56
H 12.33 6.92 11.28
C 7.46 6.37 11.85
Br 7.87 7.75 13.16
Br 6.12 6.96 10.59
Br 6.73 4.73 12.81
H 8.38 6.10 11.39

## Properties
- E_LUMO: -0.45 eV
- Strongest force on any atom: 0.0444 Eh/bohr
- E_HOMO: -10.18 eV